Run i
Computed, not measured: a 3-piece molecular cluster, C4H15N2O2 overall, with ωB97M-V/def2-TZVPD.

CARTESIAN COORDINATES (ANGSTROEM)
C1 -0.922 2.212 -0.508
C2 0.216 1.552 -1.296
C3 1.235 0.741 -0.430
N1 0.647 -0.711 -0.382
C4 0.250 -1.402 -1.451
N2 -0.140 -2.730 -1.490
H1 -1.898 1.834 -0.791
H2 -0.845 2.130 0.576
H3 -1.099 3.289 -0.771
H4 -0.215 0.976 -2.147
H5 0.876 2.261 -1.775
H6 2.251 0.394 -0.652
H7 1.241 1.045 0.679
H8 0.743 -1.062 0.644
H9 0.108 -0.926 -2.451
H10 -0.029 -3.055 -2.417
H11 0.069 -3.290 -0.713
H12 1.266 -2.073 2.970
H13 0.396 -0.838 2.815
O1 1.077 -1.224 2.336
H14 -1.829 0.335 1.670
H15 -2.055 0.131 3.145
O2 -1.343 0.410 2.440

Values from the calculation:
Total charge ... +1
E_HOMO ... -14.502 eV
Frontier orbital gap ... 11.329 eV

---

Run ii
Computed, not measured: C4H15N2O2 as an isolated structure, with ωB97M-V/def2-TZVPD.

CARTESIAN COORDINATES (ANGSTROEM)
N1 1.443 -0.083 -1.195
C1 0.080 -0.331 -0.955
C2 -0.788 -1.601 -1.416
O1 2.216 -1.161 1.139
C3 -0.296 -0.881 0.301
N2 -2.392 1.068 -0.337
C4 -1.685 2.088 0.277
H1 2.118 -0.572 -0.579
H2 3.058 -1.477 1.422
H3 1.658 -0.063 -2.179
H4 -0.461 0.523 -1.350
H5 -1.787 -1.187 -1.561
H6 -0.943 -2.564 -0.914
H7 -0.486 -1.879 -2.431
H8 0.259 -1.696 0.753
H9 -1.066 -0.344 0.836
H10 -3.409 1.224 -0.356
H11 -0.679 2.205 -0.146
H12 -1.405 1.868 1.348
H13 -2.178 3.067 0.295
H14 1.334 1.425 2.307
H15 1.480 -0.059 1.517
O2 0.959 0.863 1.641

Values from the calculation:
Total charge ... +1
E_HOMO ... -12.449 eV
Frontier orbital gap ... 3.538 eV

---

Run iii
Computed, not measured: a 4-piece molecular cluster, C4H15N2O2 overall, with ωB97M-V/def2-TZVPD.

CARTESIAN COORDINATES (ANGSTROEM)
C1 0.100 2.510 1.817
C2 0.251 1.821 0.455
C3 0.355 0.365 0.464
C4 1.583 -0.101 -0.039
N1 1.951 -1.410 0.183
N2 -0.494 -0.381 1.238
H1 1.017 2.244 2.443
H2 -0.760 2.245 2.415
H3 0.202 3.602 1.836
H4 -0.638 2.258 -0.050
H5 1.077 2.305 -0.075
H6 2.282 0.518 -0.587
H7 2.808 -1.666 -0.315
H8 1.235 -2.073 -0.129
H9 -0.168 -1.347 1.310
H10 -1.389 -0.536 0.720
H11 -2.088 -1.241 -1.042
H12 -1.299 -0.005 -1.563
H13 -1.562 0.886 -2.864
O1 -1.135 0.865 -2.002
H14 -1.055 -2.840 -1.233
H15 -1.523 -4.287 -1.566
O2 -0.747 -3.734 -1.414

Values from the calculation:
Total charge ... +1
E_HOMO ... -12.812 eV
Frontier orbital gap ... 4.419 eV

---

Run iv
Computed, not measured: a 3-piece molecular cluster, C4H15N2O2 overall, with ωB97M-V/def2-TZVPD.

CARTESIAN COORDINATES (ANGSTROEM)
C1 0.095 -1.830 0.379
C2 -1.338 -1.391 0.604
C3 -1.629 -0.334 -0.456
C4 -0.799 1.890 -0.836
N1 -0.828 0.860 -0.099
N2 1.122 -0.988 1.134
H1 0.378 -1.754 -0.676
H2 0.217 -2.917 0.546
H3 -2.011 -2.248 0.510
H4 -1.631 -1.008 1.637
H5 -1.335 -0.824 -1.406
H6 -2.657 -0.119 -0.612
H7 -1.172 2.193 -1.813
H8 -0.196 2.691 -0.270
H9 0.612 -0.226 1.676
H10 1.541 -1.378 2.000
H11 1.870 -0.536 0.583
H12 2.744 0.218 -4.553
H13 1.211 0.247 -4.057
O1 2.122 0.070 -3.829
H14 0.935 3.101 3.446
H15 -0.034 1.948 3.214
O2 0.785 2.333 2.878

Values from the calculation:
Total charge ... +1
E_HOMO ... -13.420 eV
Frontier orbital gap ... 10.310 eV

---

Stability summary: most stable run i, least stable run ii.

---

Run i
Computed, not measured: C2H6N2 in the gas phase, with ωB97M-V/def2-TZVPD.

CARTESIAN COORDINATES (ANGSTROEM)
C1 1.047 -0.050 -1.541
N1 0.054 -0.465 -0.714
N2 0.023 0.421 0.786
C2 -1.057 0.083 1.507
H1 0.666 -0.007 -2.520
H2 1.895 -0.904 -1.637
H3 1.383 0.927 -1.264
H4 -0.719 -0.295 2.479
H5 -1.641 -0.817 1.010
H6 -1.650 1.107 1.893

Values from the calculation:
Total charge ... 0
E_HOMO (alpha / beta) ... -9.414 / -9.427 eV
Frontier orbital gap (alpha / beta) ... 9.294 / 9.305 eV
SMILES ... C/N=N/C

---

Run ii
Computed, not measured: C2H6N2 in the gas phase, with ωB97M-V/def2-TZVPD.

CARTESIAN COORDINATES (ANGSTROEM)
H1 1.338 -1.338 0.356
N1 1.441 -0.174 0.069
C1 0.183 0.024 -0.018
C2 -0.617 1.235 -0.409
N2 -0.648 -1.008 0.359
H2 -0.210 2.052 -1.247
H3 -1.658 1.043 -0.636
H4 -0.455 1.902 0.614
H5 -1.651 -0.992 0.225
H6 -0.312 -1.949 0.252

Values from the calculation:
Total charge ... 0
E_HOMO ... -9.232 eV
Frontier orbital gap ... 10.099 eV
SMILES ... [H]/N=C(/C)N

---

Stability summary: most stable run ii, least stable run i.

---

Run i
Computed, not measured: C3H4N2O3 in the gas phase, with ωB97M-V/def2-TZVPD.

CARTESIAN COORDINATES (ANGSTROEM)
N1 1.615 -1.006 -0.149
C1 0.364 -0.366 -0.230
C2 -0.701 -0.894 0.069
C3 -1.867 -0.015 -0.023
O1 -3.004 -0.279 0.126
O2 -1.368 1.180 -0.415
N2 0.079 1.030 -0.498
O3 0.496 1.840 0.524
H1 1.704 -1.770 0.605
H2 2.479 -0.320 -0.126
H3 -0.856 -1.931 0.238
H4 1.061 2.532 -0.122

Values from the calculation:
Total charge ... 0
E_HOMO ... -9.580 eV
Frontier orbital gap ... 9.914 eV
SMILES ... Nc1cc(=O)on1O

---

Run ii
Computed, not measured: C3H4N2O3 in the gas phase, with ωB97M-V/def2-TZVPD.

CARTESIAN COORDINATES (ANGSTROEM)
C1 2.550 -0.899 -0.085
N1 1.805 0.113 0.134
O1 0.382 -0.123 0.402
C2 -0.116 1.155 -0.101
O2 0.496 2.170 0.091
N2 -1.481 0.829 -0.131
C3 -2.343 -0.297 0.012
O3 -3.569 -0.487 0.062
H1 2.302 -1.936 -0.480
H2 3.697 -0.956 -0.187
H3 -1.961 1.807 0.028
H4 -1.763 -1.378 0.254

Values from the calculation:
Total charge ... 0
E_HOMO ... -10.243 eV
Frontier orbital gap ... 10.398 eV
SMILES ... C=NOC(=O)NC=O

---

Stability summary: most stable run i, least stable run ii.

---

Run i
Computed, not measured: an isolated ion of composition C3H6N and charge +1, with ωB97M-V/def2-TZVPD.

CARTESIAN COORDINATES (ANGSTROEM)
C1 -0.346 -1.510 0.126
C2 -0.915 -0.339 -0.037
N1 -0.172 0.946 0.193
C3 1.100 1.018 -0.030
H1 0.529 -1.721 0.728
H2 -0.797 -2.338 -0.411
H3 -1.839 0.019 -0.473
H4 -0.663 1.807 -0.039
H5 1.471 2.037 0.017
H6 1.632 0.081 -0.073

Values from the calculation:
Total charge ... +1
E_HOMO ... -15.595 eV
Frontier orbital gap ... 9.657 eV
SMILES ... C=C[NH+]=C

---

Run ii
Computed, not measured: an isolated ion of composition C3H6N and charge +1, with ωB97M-V/def2-TZVPD.

CARTESIAN COORDINATES (ANGSTROEM)
C1 0.544 -0.645 0.706
N1 -0.351 0.410 0.153
C2 -1.076 0.243 -1.160
C3 -0.276 1.251 -1.105
H1 1.464 -0.194 0.759
H2 0.129 -0.781 1.685
H3 0.586 -1.486 0.151
H4 -0.836 0.908 0.953
H5 -1.834 -0.553 -1.532
H6 0.356 1.998 -1.202

Values from the calculation:
Total charge ... +1
E_HOMO ... -16.657 eV
Frontier orbital gap ... 12.360 eV
SMILES ... C[NH+]1C=C1

---

Stability summary: most stable run i, least stable run ii.

---

Run i
Computed, not measured: C6H7FO in the gas phase, with ωB97M-V/def2-TZVPD.

CARTESIAN COORDINATES (ANGSTROEM)
C1 0.971 -1.808 0.616
C2 0.584 -0.844 -0.207
O1 0.585 -1.199 -1.563
C3 0.263 0.664 0.107
C4 -1.227 0.955 0.473
C5 -2.346 1.025 -0.597
C6 -2.197 -0.059 0.078
F1 -2.481 -1.351 0.058
H1 1.001 -2.837 0.393
H2 1.094 -1.526 1.629
H3 1.269 -1.961 -1.501
H4 0.923 0.997 0.936
H5 0.741 1.212 -0.738
H6 -1.414 1.622 1.342
H7 -2.799 1.684 -1.331

Values from the calculation:
Total charge ... 0
E_HOMO ... -8.969 eV
Frontier orbital gap ... 9.850 eV
SMILES ... C=C(O)C[C@H]1C=C1F

---

Run ii
Computed, not measured: C6H7FO in the gas phase, with ωB97M-V/def2-TZVPD.

CARTESIAN COORDINATES (ANGSTROEM)
C1 -2.786 -0.544 0.127
C2 -1.540 0.235 0.082
C3 -0.927 1.350 0.042
C4 0.436 1.102 -0.173
C5 0.510 -0.231 -0.253
C6 1.820 -0.858 -0.030
F1 2.755 0.169 0.250
O1 -0.640 -0.864 -0.147
H1 -3.054 -0.642 1.224
H2 -3.649 0.120 -0.361
H3 -2.740 -1.786 -0.310
H4 -1.217 2.545 -0.073
H5 1.396 1.790 -0.235
H6 2.118 -1.507 0.879
H7 2.391 -1.446 -0.975

Values from the calculation:
Total charge ... 0
E_HOMO ... -8.519 eV
Frontier orbital gap ... 9.463 eV
SMILES ... Cc1ccc(CF)o1

---

Run iii
Computed, not measured: C6H7FO in the gas phase, with ωB97M-V/def2-TZVPD.

CARTESIAN COORDINATES (ANGSTROEM)
C1 -2.360 -0.920 0.292
C2 -1.729 0.251 0.280
C3 -0.273 0.359 -0.109
F1 -0.123 1.477 -0.955
C4 0.317 -0.801 -0.866
C5 1.575 -0.938 -0.388
O1 1.948 -0.104 0.636
C6 0.712 0.491 1.069
H1 -1.815 -1.860 0.059
H2 -3.413 -1.000 0.569
H3 -2.148 1.173 0.585
H4 -0.098 -1.180 -1.826
H5 2.427 -1.570 -0.802
H6 0.771 1.572 1.393
H7 0.348 -0.244 1.865

Values from the calculation:
Total charge ... 0
E_HOMO ... -9.224 eV
Frontier orbital gap ... 10.227 eV
SMILES ... C=C[C@]1(F)C=COC1

---

Stability summary: most stable run iii, least stable run i.

---

Run i
Computed, not measured: an isolated ion of composition C4H10NO2S and charge +1, with ωB97M-V/def2-TZVPD.

CARTESIAN COORDINATES (ANGSTROEM)
C1 -1.763 1.210 -0.734
N1 -0.244 1.250 -0.839
C2 0.623 0.213 0.140
O1 -0.079 0.026 1.314
S1 2.398 0.838 0.477
C3 0.519 -1.154 -0.567
C4 0.586 -2.289 0.394
O2 0.569 -1.242 -1.788
H1 -2.005 1.001 0.300
H2 -2.183 2.155 -1.028
H3 -1.942 0.423 -1.407
H4 -0.061 0.932 -1.739
H5 0.258 2.144 -0.911
H6 0.112 0.916 1.744
H7 3.012 0.213 -0.590
H8 0.588 -2.167 1.444
H9 1.513 -2.813 0.132
H10 -0.239 -2.932 0.124

Values from the calculation:
Total charge ... +1
E_HOMO ... -14.426 eV
Frontier orbital gap ... 10.312 eV
SMILES ... C[NH2+][C@](O)(S)C(C)=O

---

Run ii
Computed, not measured: a 2-piece molecular cluster, C4H10NO2S overall, with ωB97M-V/def2-TZVPD.

CARTESIAN COORDINATES (ANGSTROEM)
C1 2.012 -1.135 -0.315
C2 2.292 0.067 0.688
C3 0.066 -0.130 -0.971
C4 -3.288 0.976 0.161
N1 1.192 -0.747 -1.379
O1 -2.170 0.614 0.477
O2 -4.331 0.582 0.814
S1 0.749 1.096 0.707
H1 3.045 -1.421 -0.680
H2 1.695 -1.957 0.289
H3 2.582 -0.260 1.737
H4 3.125 0.673 0.215
H5 -0.397 0.535 -1.767
H6 -3.654 1.702 -0.640
H7 1.709 -0.185 -2.030
H8 -4.099 -0.008 1.602
H9 -0.639 -0.917 -0.563
H10 0.112 0.514 1.654

Values from the calculation:
Total charge ... +1
E_HOMO ... -14.460 eV
Frontier orbital gap ... 10.746 eV

---

Run iii
Computed, not measured: an isolated ion of composition C4H10NO2S and charge +1, with ωB97M-V/def2-TZVPD.

CARTESIAN COORDINATES (ANGSTROEM)
O1 0.359 1.835 -0.094
C1 -0.039 0.822 -0.924
C2 -1.288 0.264 -0.291
N1 -0.829 -0.306 1.019
C3 0.218 -1.260 0.550
C4 1.187 -0.511 -0.434
O2 1.578 -1.323 -1.418
S1 2.556 0.310 0.530
H1 1.251 2.219 -0.576
H2 -0.053 1.028 -2.076
H3 -1.916 1.136 -0.202
H4 -1.863 -0.587 -0.898
H5 -0.278 0.597 1.459
H6 -1.528 -0.726 1.610
H7 -0.135 -2.109 -0.045
H8 0.705 -1.746 1.434
H9 2.415 -0.868 -1.785
H10 3.485 -0.702 0.409

Values from the calculation:
Total charge ... +1
E_HOMO ... -13.083 eV
Frontier orbital gap ... 9.868 eV
SMILES ... O[C@@H]1C[NH2+]C[C@]1(O)S

---

Stability summary: most stable run ii, least stable run iii.